83
Properties=species:S:1:pos:R:3:forces:R:3 method="wB97M-V/def2-TZVPD" smiles="O=C(O)CCC1=C(C[C@@H](O)C(F)(F)F)C(=O)C=CC1=O.C1CCOC1.C1CCOC1.C1CCOC1.C1CCOC1" total_energy_ha=-2069.416031 e_lumo_ha=-0.04030 charge=0 largest_force_ev_per_a=0.69 orbital_gap_ev=8.35 spin_multiplicity=1
O -6.7778 -0.6055 -1.8152 -0.37 -0.06 -0.06
C -6.0355 0.0236 -1.1227 0.28 0.15 0.04
O -5.6687 1.3064 -1.4341 -0.26 0.25 0.59
C -5.4073 -0.4525 0.1600 0.26 -0.34 -0.27
C -3.8645 -0.3479 0.1218 0.04 0.17 0.08
C -3.2813 -0.0742 1.4794 -0.01 -0.22 -0.07
C -3.2365 1.1359 2.0489 -0.02 0.10 0.06
C -3.7419 2.3860 1.3825 0.10 -0.04 -0.10
C -4.9981 2.9904 2.0302 -0.16 -0.03 -0.06
O -5.7523 1.9536 2.6351 0.02 0.08 0.05
C -4.7776 4.1551 3.0155 -0.01 0.02 0.07
F -5.7981 5.0423 2.8898 0.10 -0.12 0.04
F -4.7985 3.7515 4.2996 0.07 0.07 -0.13
F -3.6496 4.8305 2.7956 -0.13 -0.01 0.01
C -2.6187 1.3092 3.3918 0.04 -0.09 -0.09
O -2.3629 2.4146 3.8155 0.00 0.21 0.12
C -2.3088 0.1031 4.1913 -0.06 -0.07 0.13
C -2.3702 -1.1018 3.6421 0.02 -0.08 0.13
C -2.7188 -1.2575 2.2095 -0.05 0.18 0.08
O -2.5458 -2.3163 1.6516 -0.05 -0.25 -0.10
H -6.4168 1.7273 -1.8803 0.20 -0.22 -0.41
H -5.7026 -1.4957 0.2733 -0.06 0.10 0.16
H -5.8201 0.1326 0.9860 0.01 0.04 -0.10
H -3.4512 -1.2779 -0.2630 0.00 0.06 0.01
H -3.5581 0.4356 -0.5679 -0.02 -0.09 0.00
H -2.9426 3.1292 1.3522 -0.08 0.01 0.06
H -4.0079 2.1516 0.3531 0.04 0.04 0.06
H -5.5954 3.4386 1.2275 0.09 0.03 0.04
H -6.2069 2.2813 3.4195 -0.01 0.00 -0.07
H -2.0273 0.2530 5.2277 0.02 0.09 -0.07
H -2.1485 -2.0048 4.2008 0.06 0.00 -0.12
C -1.4323 0.8611 -4.5455 0.07 0.01 0.06
C -1.7147 -0.6106 -4.8399 -0.05 0.02 -0.04
C -2.0566 -1.1423 -3.4542 0.05 -0.01 -0.01
O -2.6633 -0.0579 -2.7494 -0.02 0.03 -0.04
C -2.4723 1.1606 -3.4732 -0.04 -0.01 -0.05
H -1.5325 1.5083 -5.4161 -0.03 -0.02 -0.01
H -0.4228 0.9756 -4.1462 -0.01 0.00 0.01
H -2.5764 -0.7071 -5.5040 0.00 -0.02 0.00
H -0.8742 -1.1327 -5.2965 0.01 0.01 0.01
H -1.1576 -1.4508 -2.9105 0.00 -0.03 -0.03
H -2.7518 -1.9826 -3.4828 -0.02 0.02 0.05
H -3.4292 1.4600 -3.9145 0.01 0.02 -0.01
H -2.1559 1.9376 -2.7751 0.00 -0.01 0.02
C 3.1299 -1.6995 -4.0867 0.00 0.03 -0.05
C 4.1269 -0.5649 -3.8660 0.01 0.00 0.05
C 3.2309 0.6603 -3.9923 0.00 0.02 -0.02
O 1.9406 0.2651 -3.5199 -0.01 -0.03 -0.06
C 1.8921 -1.1575 -3.3850 0.04 -0.02 0.10
H 3.4577 -2.6555 -3.6821 0.01 0.01 0.01
H 2.9352 -1.8281 -5.1537 -0.01 0.00 0.00
H 4.5481 -0.6260 -2.8605 0.01 0.00 0.00
H 4.9509 -0.5620 -4.5780 -0.01 -0.02 -0.01
H 3.1435 0.9848 -5.0350 0.02 -0.01 0.00
H 3.5772 1.5059 -3.3966 -0.02 0.01 0.00
H 1.8985 -1.4058 -2.3184 0.00 -0.06 -0.01
H 0.9629 -1.5282 -3.8192 -0.02 0.05 0.00
C 9.5894 -0.6102 -4.7023 -0.02 0.01 -0.02
C 9.2826 0.2655 -3.4887 0.03 -0.04 0.01
C 7.9274 -0.2797 -3.0571 -0.02 0.04 -0.02
O 7.9202 -1.6636 -3.4057 -0.02 -0.01 0.00
C 9.0293 -1.9554 -4.2574 0.02 0.01 0.01
H 10.6484 -0.6584 -4.9518 0.00 0.00 0.01
H 9.0483 -0.2446 -5.5776 0.00 0.00 0.00
H 10.0255 0.0996 -2.7060 0.00 0.00 0.00
H 9.2547 1.3309 -3.7122 -0.01 0.00 -0.01
H 7.1129 0.2236 -3.5898 0.01 0.04 0.02
H 7.7489 -0.1839 -1.9852 -0.01 -0.02 0.00
H 9.7736 -2.5257 -3.6914 0.01 0.00 -0.01
H 8.6811 -2.5718 -5.0869 -0.01 0.00 0.01
C 0.7881 -0.7590 7.3112 -0.06 0.02 -0.04
C -0.1137 -0.6281 8.5368 0.02 -0.02 0.02
C -1.2456 -1.5867 8.1879 -0.01 0.06 -0.03
O -0.6657 -2.6195 7.3914 -0.02 -0.01 -0.03
C 0.6527 -2.2419 6.9893 0.02 0.00 0.04
H 1.8192 -0.4591 7.4909 0.00 -0.01 0.01
H 0.3957 -0.1534 6.4908 0.02 -0.01 -0.01
H 0.4114 -0.9729 9.4299 0.00 0.00 0.00
H -0.4632 0.3873 8.7177 0.00 0.00 -0.02
H -2.0260 -1.0867 7.6020 0.00 0.04 0.04
H -1.7131 -2.0300 9.0678 0.00 -0.06 -0.03
H 1.3798 -2.8363 7.5525 0.02 0.01 -0.01
H 0.7736 -2.4651 5.9285 -0.01 -0.01 0.00